Molecular formula: C41H37N5O8PdS2
Method: DFT, the ωB97M-V functional and the def2-TZVPD basis

Computed properties:
* E_HOMO: -0.5 eV
* ΔE to the lowest compared entry with this formula, charge and spin: 53.9 kcal per mole
* charge: -2

Positions of all 94 atoms, in Å:
1 Pd -0.857 -0.880 -0.719
2 O 0.703 0.351 1.756
3 S 0.027 -0.644 2.558
4 O -0.739 -0.143 3.684
5 N -0.700 -1.658 1.598
6 C -1.587 -2.585 2.126
7 C -1.821 -2.821 3.474
8 C -2.705 -3.817 3.927
9 C -3.388 -4.621 3.065
10 C -3.195 -4.427 1.676
11 C -3.882 -5.211 0.719
12 C -3.692 -4.986 -0.611
13 C -2.784 -3.973 -0.989
14 N -2.122 -3.250 -0.132
15 C -2.311 -3.433 1.196
16 C 1.376 -1.583 3.270
17 C 1.522 -1.722 4.638
18 C 2.603 -2.438 5.146
19 C 3.529 -3.002 4.286
20 C 3.374 -2.863 2.908
21 C 2.297 -2.160 2.399
22 H -1.336 -2.204 4.211
23 H -2.841 -3.934 4.997
24 H -4.069 -5.390 3.412
25 H -4.565 -5.979 1.068
26 H -4.217 -5.556 -1.367
27 H -2.623 -3.740 -2.037
28 H 0.793 -1.261 5.290
29 H 2.719 -2.550 6.218
30 H 4.372 -3.556 4.682
31 H 4.096 -3.302 2.230
32 H 2.149 -2.050 1.332
33 C 3.706 1.312 1.509
34 N 3.442 1.289 0.062
35 N 3.457 -0.023 -0.449
36 C 2.265 -0.314 -1.145
37 O 2.019 -1.392 -1.667
38 C 1.486 0.913 -1.050
39 C 2.168 1.779 -0.298
40 C 1.711 3.100 0.202
41 C 4.637 -0.758 -0.467
42 C 5.871 -0.115 -0.363
43 C 7.043 -0.857 -0.339
44 C 7.004 -2.240 -0.439
45 C 5.775 -2.873 -0.576
46 C 4.593 -2.152 -0.587
47 H 4.637 0.785 1.715
48 H 2.891 0.846 2.067
49 H 3.821 2.351 1.815
50 H 0.465 1.016 -1.391
51 H 0.783 3.358 -0.307
52 H 2.463 3.875 0.029
53 H 1.494 3.051 1.271
54 H 5.896 0.965 -0.319
55 H 7.992 -0.344 -0.246
56 H 7.920 -2.818 -0.415
57 H 5.727 -3.952 -0.666
58 H 3.637 -2.638 -0.706
59 C -0.841 4.654 -4.919
60 C -0.969 3.208 -4.526
61 C -2.210 2.665 -4.207
62 C -2.329 1.356 -3.770
63 C -1.198 0.563 -3.646
64 C 0.047 1.083 -3.975
65 C 0.153 2.393 -4.418
66 S -1.417 -1.028 -2.824
67 C -0.393 -1.988 -3.965
68 O -2.814 -1.427 -3.214
69 H -1.718 4.996 -5.470
70 H 0.040 4.820 -5.542
71 H -0.745 5.289 -4.035
72 H -3.094 3.291 -4.266
73 H -3.286 0.932 -3.496
74 H 0.939 0.481 -3.856
75 H 1.132 2.797 -4.653
76 H -0.638 -1.726 -4.995
77 H -0.656 -3.024 -3.759
78 H 0.657 -1.827 -3.730
79 O -2.994 0.681 0.003
80 C -2.494 1.809 -0.123
81 O -1.419 2.188 -0.637
82 C -3.305 2.958 0.488
83 C -3.149 3.266 1.838
84 C -3.791 4.356 2.410
85 C -4.603 5.178 1.642
86 C -4.752 4.848 0.306
87 C -4.139 3.760 -0.286
88 N -5.604 5.731 -0.534
89 O -5.742 5.450 -1.709
90 O -6.125 6.699 -0.003
91 H -2.506 2.632 2.439
92 H -3.657 4.573 3.463
93 H -5.102 6.043 2.049
94 H -4.302 3.541 -1.331